DFT (ωB97M-V/def2-TZVPD) results for C5H7N in the gas phase.

Molecular weight = 81.1 g mol⁻¹
Structure (SMILES) = C1[C@H]2[C@@H]1N1C[C@@H]21
Relative energy (zero: lowest compared OMol25 entry of this formula, charge and spin) = 87.74 kcal per mole
Total energy = -6784.7078 eV
Strongest force on any atom = 0.013 Eh/bohr
Frontier orbital gap = 10.1 eV
HOMO level = -0.3275 Eh

ORCA input file:
```
! wB97M-V def2-TZVPD RIJCOSX def2/J DEFGRID3
* xyz 0 1
C -1.0741 0.8885 0.2440
C -0.9611 -0.5423 -0.1528
C -0.2402 0.5464 -0.9547
N 1.0870 -0.1126 -0.7789
C 1.4432 -0.1668 0.6334
C 0.4475 -1.1212 0.0849
H -0.7492 1.3025 1.1941
H -2.0131 1.3091 -0.1149
H -1.8323 -1.1828 -0.2763
H -0.3405 1.1105 -1.8779
H 1.1216 0.6327 1.2914
H 2.4765 -0.4754 0.7731
H 0.6390 -2.1811 -0.0721
*
```

***

DFT (ωB97M-V/def2-TZVPD) results for a molecular structure, C38H50CsN10O4P2S3.

Molecular weight = 1001.9 g mol⁻¹
Relative energy (zero: lowest compared OMol25 entry of this formula, charge and spin) = 12.48 kcal per mole
Total energy = -114947.5117 eV
Strongest force on any atom = 0.011 Eh/bohr
Frontier orbital gap (alpha / beta) = 4.0 / 4.8 eV
HOMO level (alpha / beta) = -0.0219 / -0.0502 Eh

ORCA input file:
```
! wB97M-V def2-TZVPD RIJCOSX def2/J DEFGRID3
* xyz -2 2
Cs 1.5371 -0.0542 -0.6785
O 4.5277 -0.4961 -0.7048
N 4.7248 0.7704 -0.4165
C 5.0616 1.0743 0.8693
C 5.2969 2.3443 1.2984
C 5.1655 3.3804 0.3648
C 4.8258 3.0750 -0.9240
C 4.5971 1.7486 -1.3656
S 4.2073 1.3966 -2.9960
H 5.0837 0.2038 1.5074
H 5.4958 2.5243 2.3451
H 5.2992 4.4124 0.6638
H 4.6963 3.8518 -1.6640
C -3.7785 1.1703 0.2924
N -2.6311 0.2857 0.3954
C -1.5964 0.8165 1.2864
P -2.3652 -0.8102 -0.7798
O -1.0938 -1.5396 -0.6166
O -2.5226 -0.0487 -2.2139
P -1.3954 0.7859 -3.0302
O -0.5338 1.5995 -2.1609
N -2.3416 1.7286 -4.0100
C -3.1644 1.1123 -5.0280
C -2.9473 2.8984 -3.3848
N -0.6487 -0.3473 -3.9392
C 0.7744 -0.2169 -4.2624
C -1.1620 -1.7003 -4.1151
N -3.6727 -1.8141 -0.9076
C -4.8782 -1.5713 -1.6671
C -3.8763 -2.6743 0.2645
H -4.2055 1.3290 1.2854
H -4.5503 0.7395 -0.3462
H -3.4856 2.1453 -0.1153
H -2.0315 0.8847 2.2859
H -1.2712 1.8074 0.9602
H -0.7351 0.1614 1.3765
H -2.6378 0.2736 -5.4814
H -3.3821 1.8414 -5.8126
H -4.1211 0.7520 -4.6229
H -2.2895 3.2854 -2.6087
H -3.9206 2.6553 -2.9374
H -3.0977 3.6764 -4.1376
H 1.2014 0.7187 -3.9016
H 0.9155 -0.2542 -5.3461
H 1.3327 -1.0390 -3.8066
H -2.2333 -1.7405 -3.9327
H -0.6713 -2.3929 -3.4251
H -0.9696 -2.0261 -5.1416
H -4.6804 -0.9083 -2.5061
H -5.6723 -1.1325 -1.0473
H -5.2570 -2.5206 -2.0581
H -2.9470 -2.8066 0.8182
H -4.2195 -3.6589 -0.0578
H -4.6190 -2.2504 0.9485
N -4.1623 -2.5445 4.9768
C -3.4139 -3.1931 3.9719
S -4.1322 -4.5314 3.1849
C -2.1474 -2.6403 3.6591
C -1.2546 -3.2572 2.7459
C -0.0731 -2.6435 2.4162
N 0.3331 -1.4438 2.8754
C -0.4677 -0.8904 3.8009
C -1.6658 -1.4234 4.2224
H -4.9291 -3.1338 5.2642
H -3.6087 -2.2432 5.7700
H -1.5316 -4.2057 2.3048
H 0.5919 -3.1127 1.7013
H -0.1404 0.0767 4.1758
H -2.2716 -0.8574 4.9185
N 4.1264 -1.9568 -3.2924
C 3.6209 -2.9349 -2.4982
N 2.4923 -2.8741 -1.8760
C 2.2072 -4.0653 -1.2309
C 1.0197 -4.3414 -0.5614
C 0.8603 -5.5835 0.0326
C 1.8602 -6.5534 -0.0454
C 3.0372 -6.3012 -0.7380
C 3.1935 -5.0576 -1.3296
S 4.5139 -4.4553 -2.2965
H 3.8985 -1.0011 -2.9878
H 5.1155 -2.0236 -3.4729
H 0.2386 -3.5901 -0.5154
H -0.0543 -5.7970 0.5714
H 1.7176 -7.5130 0.4354
H 3.8121 -7.0535 -0.8154
C 3.6782 2.4438 4.7981
C 3.1411 1.3136 4.1880
C 2.3722 1.4106 3.0405
C 2.1093 2.6536 2.4269
C 2.6436 3.7929 3.0779
C 3.4066 3.6863 4.2252
N 1.4591 2.7021 1.2250
C 0.5734 3.6979 0.9801
C -0.1809 4.3759 1.9772
C -1.1520 5.3056 1.6515
C -1.4306 5.6331 0.3266
C -0.6897 4.9917 -0.6672
C 0.2806 4.0607 -0.3582
H 4.2767 2.3636 5.6978
H 3.3133 0.3321 4.6188
H 1.9526 0.5073 2.6065
H 2.4627 4.7673 2.6370
H 3.8101 4.5866 4.6800
H -0.0045 4.1291 3.0180
H -1.7145 5.7810 2.4503
H -2.1897 6.3653 0.0781
H -0.8718 5.2349 -1.7107
H 0.8304 3.5644 -1.1475
*
```

***

DFT (ωB97M-V/def2-TZVPD) results for a molecular structure, C4H5Br2O3 in a non-equilibrium geometry.

Molecular weight = 260.9 g mol⁻¹
Relative energy (zero: lowest compared OMol25 entry of this formula, charge and spin) = 22.57 kcal per mole
Total energy = -150456.8257 eV
Strongest force on any atom = 0.050 Eh/bohr
Frontier orbital gap = 6.8 eV
HOMO level = -0.1248 Eh

ORCA input file:
```
! wB97M-V def2-TZVPD RIJCOSX def2/J DEFGRID3
* xyz -1 1
C -0.8950 -0.6916 -2.2629
C 1.5753 0.4247 0.3467
C 0.2747 0.1685 1.0308
C -0.8392 0.3517 0.0611
O -1.4456 -1.6000 -1.7791
O -0.2316 0.0407 -2.8662
O 0.2665 -1.1771 1.5915
Br -1.3628 2.1548 -0.4039
Br -2.6749 -0.2665 1.1169
H 1.6189 -0.1168 -0.5747
H 2.4471 0.0523 0.8120
H 1.6176 1.3416 -0.1780
H 0.1616 0.8755 1.9008
H -0.5125 -1.5576 1.2051
*
```

***

DFT (ωB97M-V/def2-TZVPD) results for 7 unconnected molecules or ions with the total composition C6H24ClN12O6 in a non-equilibrium geometry.

Molecular weight = 395.8 g mol⁻¹
Relative energy (zero: lowest compared OMol25 entry of this formula, charge and spin) = 194.48 kcal per mole
Total energy = -49302.2241 eV
Strongest force on any atom = 0.168 Eh/bohr
Frontier orbital gap = 6.7 eV
HOMO level = -0.1707 Eh

ORCA input file:
```
! wB97M-V def2-TZVPD RIJCOSX def2/J DEFGRID3
* xyz -1 1
Cl 0.7951 -0.2014 -0.8958
C 0.0124 4.7345 3.6667
O -0.9170 5.3508 4.1803
N 1.2762 4.5976 3.8598
N -0.1202 4.4434 2.3977
H 1.9096 4.8654 3.1201
H 1.6292 4.3624 4.7764
H -1.0918 4.5468 2.1422
H 0.6012 3.9586 1.8832
C 3.5092 -6.5547 -1.4518
O 2.4118 -7.0195 -1.4013
N 3.7487 -5.4012 -0.9773
N 4.5612 -7.0315 -1.9282
H 4.7261 -5.1581 -0.9017
H 2.9722 -4.7800 -0.8010
H 4.3453 -7.8242 -2.5157
H 5.2003 -6.3285 -2.2707
C -2.2984 4.6958 -4.6420
O -1.7253 4.0717 -5.5462
N -3.2538 5.5254 -4.8355
N -1.8342 4.6489 -3.4730
H -3.7023 5.6784 -3.9436
H -3.1277 6.3494 -5.4058
H -1.4329 3.7473 -3.2581
H -2.1154 5.3607 -2.8139
C -2.2384 -2.8490 -4.4841
O -3.3511 -2.9588 -4.9584
N -1.6041 -3.5930 -3.6577
N -1.3313 -2.0870 -5.0405
H -0.6283 -3.5063 -3.4120
H -2.1461 -4.3002 -3.1822
H -1.6395 -1.6816 -5.9127
H -0.8279 -1.6858 -4.2622
C -4.2545 -0.2674 2.0683
O -5.2312 -0.2524 2.7377
N -3.0603 0.0821 2.4782
N -4.1651 -0.5927 0.7860
H -3.0394 0.7082 3.2704
H -2.2549 0.1515 1.8728
H -3.2775 -0.5742 0.3043
H -4.8705 -0.9515 0.1584
C 3.7229 -0.2452 4.8549
O 4.4412 0.2191 3.9249
N 4.2497 -0.4838 6.0350
N 2.4580 -0.3053 4.8433
H 5.2413 -0.6750 6.0523
H 3.8283 -0.1440 6.8877
H 1.9469 -0.6094 5.6596
H 1.9527 -0.0362 4.0112
*
```

***

DFT (ωB97M-V/def2-TZVPD) results for C12H12Cl2N2O3S in the gas phase.

Molecular weight = 335.2 g mol⁻¹
Structure (SMILES) = CSC[C@@H](O)Cn1[nH]c(=O)c2cc(Cl)c(Cl)cc2c1=O
Relative energy (zero: lowest compared OMol25 entry of this formula, charge and spin) = 0.00 kcal per mole
Total energy = -57641.9097 eV
Strongest force on any atom = 0.012 Eh/bohr
Frontier orbital gap = 8.6 eV
HOMO level = -0.3237 Eh

ORCA input file:
```
! wB97M-V def2-TZVPD RIJCOSX def2/J DEFGRID3
* xyz 0 1
C -4.0991 -2.5853 -0.1820
S -4.7606 -1.5231 1.1337
C -3.6342 -0.0953 1.0559
C -3.8699 0.7993 -0.1687
O -3.7536 2.1751 0.1496
C -2.8599 0.5277 -1.2957
N -1.4907 0.6330 -0.8498
N -1.0662 1.9069 -0.5172
C 0.1815 2.2479 -0.0974
O 0.4385 3.3844 0.2426
C 1.1409 1.1263 -0.1134
C 2.4701 1.3581 0.2267
C 3.3779 0.3164 0.2411
Cl 5.0176 0.6116 0.6549
C 2.9576 -0.9810 -0.0814
Cl 4.0812 -2.2793 -0.0627
C 1.6378 -1.2159 -0.4146
C 0.7206 -0.1677 -0.4357
C -0.6746 -0.4566 -0.8099
O -1.0966 -1.5719 -1.0739
H -4.5239 -2.2955 -1.1393
H -3.0158 -2.5160 -0.2025
H -4.4033 -3.5984 0.0598
H -2.6111 -0.4666 1.0994
H -3.8378 0.4643 1.9697
H -4.8775 0.6004 -0.5650
H -4.4184 2.4139 0.8041
H -2.9831 -0.4849 -1.6814
H -3.0314 1.2533 -2.0965
H -1.8246 2.5745 -0.4011
H 2.7711 2.3639 0.4765
H 1.2962 -2.2083 -0.6659
*
```

***

DFT (ωB97M-V/def2-TZVPD) results for a gas-phase ion, C4H9N2O (charge +1) in a non-equilibrium geometry.

Molecular weight = 101.1 g mol⁻¹
Structure (SMILES) = [H]/N=C/[C@@H]1[C@@H](O)[N@@H+]1C
Relative energy (zero: lowest compared OMol25 entry of this formula, charge and spin) = 89.73 kcal per mole
Total energy = -9312.1246 eV
Strongest force on any atom = 0.073 Eh/bohr
Frontier orbital gap = 10.7 eV
HOMO level = -0.5148 Eh

ORCA input file:
```
! wB97M-V def2-TZVPD RIJCOSX def2/J DEFGRID3
* xyz 1 1
H -3.5673 1.3954 -0.0463
N -2.6793 1.1770 0.3424
C -1.6600 0.7992 -0.3169
C -0.2134 0.9722 0.2847
C 1.1286 0.8208 -0.3152
O 1.9089 1.7599 0.1209
N 0.6043 -0.1711 0.7014
C 0.4161 -1.5716 0.2058
H -1.5959 0.4453 -1.4184
H -0.2705 1.7109 1.1111
H 1.2815 0.2666 -1.2436
H 2.7337 1.8411 -0.3042
H 0.9745 0.0118 1.6817
H 1.1283 -2.3293 0.4143
H -0.5288 -1.9306 0.5712
H 0.1949 -1.3596 -0.8489
*
```

***

Number 3 is which compound?
C4H5Br2O3

***

What is the total energy in the first record?
-6784.7078 eV